ORCA calculation (wB97M-V/def2-TZVPD) on C33H44CaN2O8P2 as an isolated structure.

XYZ file:
```
90
Properties=species:S:1:pos:R:3:forces:R:3:mulliken_charge:R:1
Ca -1.003967 0.785518 -1.045532 -0.3111 0.3982 -0.1786 1.872
P 2.209424 -0.133585 -0.498244 0.2218 0.0359 0.0231 0.533
P 0.375638 -0.167904 1.964959 0.0148 -0.0110 0.1808 0.372
O 1.278987 0.521216 -1.448530 -0.2193 -0.0638 0.1926 -1.419
O -0.646587 0.652805 1.276630 0.1468 -0.1481 -0.2274 -0.963
O -3.694703 2.055506 -3.676682 -0.0134 -0.0023 -0.0097 -0.712
O 3.139426 -1.144327 -1.266396 -0.0977 0.0062 -0.0072 -0.385
O -0.736542 3.779213 -0.701840 0.0525 -0.0746 0.0509 -0.743
O 3.144670 0.859942 0.284371 -0.1131 -0.0753 0.0118 0.327
O 1.340259 0.737092 2.807743 -0.0126 0.0347 -0.0090 0.084
O -0.109625 -1.210172 3.030219 0.0696 0.1635 -0.0397 -0.289
N -2.054421 2.591051 -2.132469 -0.0855 -0.3243 -0.0465 -0.438
N -1.998356 -1.323862 -1.261141 0.3756 0.0365 -0.0129 -0.034
C 2.423010 3.166288 0.538666 -0.0008 -0.0025 0.0029 -0.820
C 5.516602 -1.390827 -1.329728 0.0091 0.0043 0.0169 -1.417
C 3.374177 2.241321 -0.182607 0.0624 -0.0068 -0.0390 0.412
C -1.642260 3.736668 -1.534438 0.0498 -0.1030 0.0299 0.255
C -2.445039 6.232286 -1.752871 0.0040 0.0018 0.0044 -0.330
C 3.545684 0.922577 3.704375 -0.0097 -0.0121 0.0158 -1.171
C -1.372279 -2.538948 -1.412885 -0.0924 -0.0492 -0.0532 -0.466
C -3.370964 4.343706 -2.935363 -0.0149 0.0490 -0.0068 0.264
C -0.096652 -2.594914 -2.013619 -0.0213 0.0453 0.0710 -0.467
C -1.888868 -3.760071 -0.926301 0.0072 -0.0132 0.0250 0.095
C -5.334596 -0.051839 -0.349107 -0.0567 -0.0016 -0.0169 -1.127
C -6.179581 -0.853687 -1.100570 0.0103 0.0328 0.0247 -0.559
C -3.102880 2.859002 -2.993825 0.0205 0.0930 -0.0224 -0.218
C -1.159231 -4.932984 -1.004761 0.0039 0.0034 0.0157 -0.698
C 1.393790 -1.091466 0.790006 0.0362 0.0095 -0.0064 1.131
C 1.545848 0.544237 5.199753 0.0013 -0.0082 -0.0186 -1.576
C -4.256008 -2.052257 -1.936653 0.0004 0.0366 -0.0153 -0.445
C -3.383925 -1.251823 -1.181711 -0.1131 0.1018 0.0671 0.731
C 4.004676 -3.307452 -0.670920 -0.0034 0.0275 0.0094 -1.411
C -4.294552 5.131404 -3.588251 0.0051 -0.0034 0.0039 -0.392
C -1.067523 -2.315949 2.940300 -0.0264 -0.0535 -0.0063 0.537
C 2.204447 0.243356 3.870869 0.0176 -0.0159 0.0076 0.930
C 0.629910 -3.771927 -2.073990 0.0060 -0.0300 -0.0129 -0.300
C -4.283174 6.496778 -3.310197 -0.0133 -0.0170 -0.0099 -0.439
C -3.964386 -0.256665 -0.378208 0.0534 -0.0428 0.0012 -0.557
C 4.254755 -1.815641 -0.612276 0.0409 -0.0053 -0.0166 1.079
C -2.466727 4.883450 -2.038032 0.0100 0.0660 0.0083 0.060
C -0.353810 -3.553757 2.438418 -0.0458 -0.0155 0.0007 -1.050
C 4.829435 2.539111 0.096057 0.0025 0.0170 -0.0350 -1.299
C 0.113549 -4.957299 -1.564676 0.0246 -0.0105 -0.0041 -0.893
C -5.623877 -1.854441 -1.889278 0.0074 -0.0245 -0.0109 -0.615
C -3.373601 7.038702 -2.407095 0.0152 0.0073 0.0105 -0.470
C -2.275049 -1.933140 2.120851 -0.0358 -0.0253 0.0176 -0.679
H -3.842964 -2.811947 -2.587745 0.0034 -0.0080 -0.0002 0.474
H 2.565216 3.085119 1.616755 0.0085 0.0005 0.0096 -0.056
H -2.872077 -3.771221 -0.472767 0.0049 -0.0021 -0.0090 0.445
H -3.330689 0.351176 0.265884 -0.0017 -0.0137 -0.0012 0.774
H -5.742430 0.734921 0.273910 0.0011 -0.0001 -0.0004 0.422
H -3.009480 -2.737601 2.178327 -0.0101 0.0034 -0.0121 0.598
H 0.673761 -5.880727 -1.627697 0.0041 -0.0030 -0.0024 0.394
H 3.429242 2.004105 3.787691 -0.0004 0.0022 0.0039 0.279
H -3.390994 8.103298 -2.212042 -0.0019 0.0063 -0.0001 0.386
H 2.621123 4.194943 0.234645 0.0074 0.0010 -0.0026 0.569
H 1.602621 -3.763044 -2.552147 -0.0087 -0.0046 -0.0027 0.616
H 5.069228 3.540013 -0.262453 0.0115 0.0054 -0.0002 0.424
H -2.734527 -1.019436 2.495915 0.0022 -0.0041 0.0173 0.347
H -2.017432 -1.787937 1.070737 -0.0077 0.0062 -0.0045 -0.306
H 3.050394 -3.571638 -0.215180 -0.0122 0.0055 0.0179 0.256
H 4.297752 -1.476742 0.428048 0.0100 -0.0132 -0.0010 0.126
H 3.984428 -3.644411 -1.707602 0.0106 0.0106 -0.0059 0.326
H 0.308549 -1.692647 -2.458482 0.0068 0.0083 -0.0014 0.498
H 0.757441 -1.810884 0.258432 -0.0004 -0.0095 0.0114 -1.415
H 0.580323 0.047655 5.273461 -0.0070 -0.0040 0.0013 0.331
H 1.381787 2.957324 0.301011 -0.0410 -0.0300 -0.0252 0.031
H -1.006711 -4.417618 2.568803 0.0045 -0.0049 -0.0093 0.466
H -7.249824 -0.698173 -1.080509 -0.0010 -0.0003 0.0013 0.386
H 5.483710 1.826977 -0.406958 -0.0092 0.0205 0.0043 0.239
H -1.734565 6.643066 -1.047617 0.0048 0.0008 0.0038 0.470
H -4.997858 4.698690 -4.287260 -0.0051 -0.0061 -0.0058 0.488
H 0.562545 -3.730247 3.002674 0.0119 0.0017 0.0120 0.357
H 5.462145 -1.677926 -2.379936 -0.0047 -0.0075 -0.0048 0.354
H -1.348911 -2.453756 3.985093 0.0061 -0.0068 -0.0177 0.271
H 2.139275 -1.663748 1.349172 0.0122 0.0034 0.0031 0.780
H 2.182173 0.198531 6.015251 -0.0002 -0.0017 0.0044 0.411
H 2.312606 -0.838216 3.747263 0.0070 0.0034 0.0149 0.261
H 3.179672 2.251555 -1.256752 -0.0005 0.0377 0.0269 0.424
H -4.992906 7.149542 -3.802121 -0.0033 0.0053 -0.0017 0.383
H 1.397992 1.619468 5.304709 0.0013 0.0075 -0.0003 0.332
H 3.979096 0.693065 2.732632 0.0104 0.0023 -0.0260 0.035
H 5.649143 -0.310889 -1.270971 0.0025 -0.0198 0.0022 0.190
H 6.383694 -1.874372 -0.879138 0.0101 0.0011 -0.0004 0.389
H -6.267427 -2.481352 -2.494839 -0.0041 0.0012 -0.0001 0.375
H 4.802910 -3.836642 -0.149147 0.0018 -0.0014 -0.0016 0.455
H -1.590846 -5.846844 -0.612608 -0.0027 -0.0081 -0.0011 0.400
H -0.126332 -3.487823 1.373730 -0.0098 -0.0103 -0.0106 -0.041
H 5.027070 2.502709 1.167659 -0.0016 -0.0064 0.0296 0.242
H 4.226962 0.587426 4.487138 0.0072 0.0006 -0.0020 0.513
```
Forces are in eV/Å.

Summary:
Kohn-Sham gap = 0.244 hartree
F_max = 0.54 eV Å⁻¹
Total energy = -3356.035425 Eh